The following is a quantum chemistry calculation of a molecular structure, C37H39Cl2NO2S3SbTi at a distorted geometry, from the Open Molecules 2025 dataset.

Element x y z (Å)
1 Ti -0.542 -0.173 -1.060
2 Cl -4.029 0.632 2.269
3 C -3.178 -0.878 2.073
4 C -3.303 -1.922 3.027
5 C -2.716 -3.152 2.848
6 Cl -2.762 -4.339 4.049
7 C -1.874 -3.398 1.678
8 C -1.130 -4.589 1.489
9 C -0.193 -4.611 0.538
10 C -0.080 -3.489 -0.272
11 N -0.743 -2.382 -0.127
12 C -1.570 -2.290 0.907
13 C -2.239 -0.985 1.071
14 O -1.867 -0.006 0.242
15 H -3.972 -1.869 3.853
16 H -1.341 -5.443 2.108
17 H 0.415 -5.479 0.319
18 H 0.499 -3.559 -1.198
19 C 1.862 3.331 -2.426
20 C 1.415 1.915 -2.283
21 S -0.361 1.745 -2.304
22 C 2.254 0.848 -2.261
23 C 3.726 1.049 -2.529
24 S 1.710 -0.764 -1.880
25 H 1.450 3.802 -3.305
26 H 2.929 3.284 -2.733
27 H 1.771 4.018 -1.588
28 H 4.036 1.929 -1.935
29 H 3.891 1.165 -3.571
30 H 4.269 0.201 -2.164
31 C -4.891 -1.419 -1.885
32 C -5.004 -1.252 -3.406
33 C -3.675 -1.439 -4.187
34 S -2.414 -0.358 -3.668
35 O -1.931 -1.006 -2.397
36 C -1.098 -0.547 -4.928
37 C -0.347 -1.817 -4.634
38 C -0.838 -3.075 -5.407
39 H -5.822 -1.675 -1.392
40 H -4.541 -0.479 -1.426
41 H -4.126 -2.144 -1.571
42 H -5.336 -0.196 -3.619
43 H -5.634 -1.954 -3.978
44 H -3.819 -1.368 -5.249
45 H -3.266 -2.434 -4.029
46 H -0.473 0.253 -4.711
47 H -1.563 -0.368 -5.955
48 H -0.285 -1.991 -3.547
49 H 0.661 -1.721 -4.978
50 H -1.829 -3.400 -5.059
51 H -0.148 -3.939 -5.214
52 H -0.815 -2.908 -6.481
53 C 2.016 -1.866 5.279
54 C 1.718 -2.427 4.053
55 C 1.478 -1.664 2.927
56 C 1.554 -0.281 2.985
57 C 1.949 0.245 4.303
58 C 2.205 -0.506 5.401
59 Sb 1.101 1.002 1.315
60 C 2.871 2.102 1.398
61 C 3.990 1.396 1.030
62 C 5.218 2.006 0.957
63 C 5.261 3.369 1.145
64 C 4.130 4.132 1.406
65 C 2.934 3.504 1.630
66 C -0.101 2.449 2.305
67 C -0.203 2.753 3.646
68 C -0.951 3.891 4.068
69 C -1.530 4.731 3.115
70 C -1.413 4.443 1.741
71 C -0.695 3.342 1.382
72 H 2.371 -2.602 5.991
73 H 1.615 -3.520 4.008
74 H 1.186 -2.113 1.978
75 H 2.040 1.297 4.472
76 H 2.571 -0.055 6.354
77 H 3.887 0.368 0.776
78 H 6.123 1.409 0.691
79 H 6.232 3.814 1.046
80 H 4.221 5.214 1.499
81 H 2.059 4.078 1.893
82 H 0.318 2.084 4.379
83 H -0.911 4.205 5.151
84 H -2.079 5.646 3.294
85 H -1.775 5.054 0.963
86 H -0.522 3.147 0.306

Atomic forces in eV per Å
0.5 -1.2 -0.4
0.2 -0.5 0.1
0.6 0.3 0.0
-0.2 -1.2 -0.8
0.8 1.2 -1.9
-0.4 -0.8 0.9
-0.2 0.0 2.4
-1.3 0.4 1.1
0.7 -0.5 -0.9
0.8 -0.2 -2.0
0.9 1.0 -0.6
-1.8 1.4 0.3
0.6 -0.4 -0.3
-1.2 -0.7 1.5
-0.3 0.6 0.6
0.0 -0.1 0.2
0.0 0.0 0.1
0.3 0.1 0.4
2.0 -0.2 -1.3
-0.4 -0.2 0.2
0.3 0.5 -0.1
-0.5 1.1 0.0
-0.6 0.4 1.8
-0.3 -0.5 -0.1
-0.8 0.2 -0.2
-0.4 0.4 0.6
-0.2 -0.3 0.3
0.3 -0.4 -0.6
0.4 0.3 -1.0
0.4 -0.5 0.1
0.6 0.1 0.3
0.6 0.9 -1.0
-0.4 -1.1 0.6
-0.1 2.4 -0.7
0.7 -0.6 0.7
-1.8 -1.2 -0.5
-0.1 -1.7 -1.1
0.4 -0.6 1.1
-0.2 0.0 -0.2
-0.2 -0.2 -0.2
-0.3 -0.1 -0.3
0.0 -1.1 0.1
-0.4 0.3 0.9
-0.1 0.4 -0.5
-0.1 -0.3 0.2
1.0 1.7 0.4
0.6 -0.6 1.3
-0.1 0.1 -0.6
0.8 0.5 0.1
0.2 0.1 -0.4
-0.5 0.8 -0.1
-0.3 0.1 -0.1
1.2 -1.5 -0.4
-0.5 -1.0 0.3
-0.5 0.7 -0.8
0.7 0.6 2.6
-0.7 0.7 -2.5
0.2 -0.4 1.3
-0.7 -0.6 0.7
-0.3 1.4 0.1
-0.1 0.0 0.1
0.8 -0.4 -0.3
0.8 0.1 -0.3
0.7 0.4 0.5
-0.4 -1.4 -0.6
-0.3 0.9 -0.6
-0.2 -0.1 1.1
0.8 0.3 0.5
-0.1 -0.2 -0.9
0.7 -0.6 1.6
0.8 -1.3 -1.1
-0.4 0.4 0.6
0.2 0.5 -0.1
0.1 -0.2 0.1
0.2 0.6 -0.5
-0.5 -0.3 -0.9
0.0 -0.9 -0.1
-0.8 0.7 0.3
0.2 0.6 0.0
0.0 -0.3 0.0
-0.2 -0.1 0.0
-0.9 1.0 -0.6
-0.3 -0.5 -1.3
0.1 -0.1 0.8
-0.6 0.9 -0.5
-0.3 0.1 0.5

- Charge: 0
- Multiplicity: 2
- Electronic energy: -4843.238084 Eh
- HOMO (spin up / spin down): -0.2469 / -0.2463 hartree